This record from the OMol25 dataset describes a 2-piece molecular cluster, C27H25O9S2 overall. The level of theory is ωB97M-V with the def2-TZVPD basis set.

Computed properties:
HOMO level: -4.943 eV
Kohn-Sham gap: 7.02 eV
Charge: -1
LUMO level: 0.076 Ha
Energy above the lowest of the compared OMol25 structures with the same formula, charge and spin: 21.2 kcal/mol
E_tot: -2517.386990 a.u.

Last column: Löwdin charge in e.
CARTESIAN COORDINATES (ANGSTROEM)
H (2.757471, 4.322069, 0.415857)  0.11
H (-3.628234, 6.307253, -1.381236)  0.09
C (2.315396, -1.224587, 1.465923)  -0.40
C (-3.074197, 5.396621, -1.618288)  -0.10
H (-5.424167, -4.324624, 0.213854)  0.09
O (1.620842, -3.775779, 2.195037)  0.07
S (-0.616850, 1.632846, -2.475483)  0.61
H (-0.529699, 4.257267, -3.590961)  0.11
C (5.111844, 2.090558, -0.701736)  -0.10
O (-1.488061, 0.554360, -2.883272)  -0.34
C (-1.652063, 3.078930, -2.194561)  -0.29
H (5.231275, 4.133984, 0.036766)  0.09
H (-3.274878, -3.935420, 0.042316)  0.10
C (-2.444721, -0.254295, 1.016370)  -0.02
H (-0.981960, -3.075407, -0.231087)  0.13
H (4.796245, -4.318197, 1.328162)  0.09
O (0.501598, 2.067873, -3.274932)  -0.33
H (-4.551786, 0.005144, 1.356052)  0.12
C (3.883969, -4.460496, 1.914722)  0.01
C (-0.024473, -0.755297, 0.843848)  0.05
C (-1.342734, 4.254408, -2.867388)  -0.07
H (-1.025260, 0.912125, -0.381222)  0.00
H (0.261385, 0.261758, 1.056896)  0.07
C (4.585488, 3.287059, -0.196358)  -0.09
C (0.921029, -1.663188, 1.258736)  -0.05
C (-3.753327, -0.664278, 1.047243)  0.01
H (-4.171735, 4.169164, -0.200095)  0.10
H (3.563673, -5.504532, 1.862808)  0.09
H (-4.742998, -4.412281, 1.883154)  0.10
H (2.167216, 0.411894, -1.190840)  0.10
C (3.212214, 3.412458, 0.019434)  -0.06
O (2.650839, -0.065614, 1.623170)  0.13
C (-4.051463, -2.029960, 0.815129)  -0.26
C (2.774806, -3.564783, 1.355781)  -0.52
C (-2.056622, 5.416974, -2.577052)  -0.08
O (-0.380756, -2.986513, 2.794488)  0.12
O (-5.273678, -2.472767, 1.208830)  -0.09
H (-2.201308, 0.771784, 1.282735)  0.12
O (3.251355, -2.208547, 1.546201)  0.08
H (-6.492791, -4.025072, 1.638589)  0.09
C (-5.483702, -3.910333, 1.234275)  -0.07
H (-2.944169, 2.092075, -0.777486)  0.10
C (0.614785, -2.840846, 2.120047)  -0.40
H (4.083906, -4.185297, 2.956508)  0.10
H (4.664463, 0.077078, -1.384798)  0.10
H (1.718716, -3.178960, -0.518582)  0.09
O (0.374586, 3.843213, -0.457319)  -0.32
H (2.154740, -4.891214, -0.205947)  0.10
C (-0.095950, 1.226597, -0.861581)  -0.41
C (-1.750373, -2.436254, 0.204508)  -0.01
C (-2.691231, 3.033881, -1.261114)  -0.06
C (-3.052853, -2.893371, 0.288679)  -0.01
H (-1.801904, 6.334649, -3.107438)  0.10
S (0.636680, 2.501376, 0.024672)  0.63
C (-1.405367, -1.151835, 0.676995)  -0.20
O (0.317933, 2.211452, 1.415867)  -0.33
C (4.267043, 1.024419, -1.021169)  -0.07
H (3.409556, -3.729535, -0.690858)  0.10
C (2.390406, 2.329197, -0.294411)  -0.27
C (2.485863, -3.849338, -0.109897)  0.02
H (6.186796, 1.993408, -0.854550)  0.09
C (2.883321, 1.172465, -0.876892)  -0.08
C (-3.386128, 4.204307, -0.957099)  -0.08

Forces on the atoms, in the same order (eV/Å):
H 0.2 -0.3 -0.1
H 0.2 -0.2 -0.1
C 0.1 2.0 0.3
C 0.1 -0.1 0.0
H -0.1 0.1 0.4
O 0.3 0.2 -0.2
S 0.2 0.1 2.0
H -0.1 0.0 0.2
C -0.2 -0.1 0.1
O 0.0 0.0 -0.5
C -0.3 0.2 -0.6
H 0.0 -0.3 -0.1
H 0.0 0.5 0.0
C 0.5 -0.2 -0.2
H -0.1 0.1 0.3
H -0.2 0.0 0.1
O -0.1 -0.1 -0.5
H 0.1 -0.1 0.0
C -0.4 0.3 0.0
C 0.6 -1.1 2.2
C -0.2 0.1 0.2
H 0.6 0.3 -0.1
H -0.1 0.1 -0.5
C -0.3 0.0 0.0
C -0.3 -0.3 0.5
C -0.5 -1.0 0.1
H 0.2 0.1 -0.2
H 0.1 0.1 0.0
H -0.3 0.3 -0.2
H 0.3 0.1 0.2
C 0.2 -0.4 0.0
O -0.1 -1.5 -0.2
C 1.0 -0.2 0.0
C 0.3 0.4 0.6
C -0.2 -0.2 0.1
O 1.0 -0.2 -0.4
O -0.2 -0.8 -0.3
H 0.1 -0.2 0.1
O -0.2 -0.7 -0.1
H 0.2 -0.1 -0.1
C 0.2 0.8 -0.2
H 0.1 0.2 0.0
C -0.9 -0.4 -0.7
H -0.1 -0.1 -0.2
H 0.0 0.3 0.0
H 0.2 -0.2 0.1
O -0.1 0.2 0.3
H 0.0 0.2 0.0
C -0.8 0.8 -1.4
C 0.1 0.7 0.1
C 0.1 0.3 -0.3
C -0.7 0.4 0.5
H -0.1 -0.1 0.2
S -0.1 -0.2 -0.7
C -0.5 -0.2 -0.5
O 0.3 0.3 0.1
C -0.2 0.4 -0.1
H -0.2 0.0 0.2
C -0.1 0.1 0.0
C 0.0 -0.1 -0.2
H -0.2 0.0 0.1
C 0.4 0.0 0.2
C 0.1 -0.2 -0.2